Here is the molecule C24H32N2O5 from OMol25. Energies are from ωB97M-V/def2-TZVPD.

Each line ends with the Löwdin charge.
Geometry (Å):
1 O 4.393 -2.093 -0.500  -0.028
2 O -3.370 1.325 -1.496  -0.092
3 H 0.497 4.149 -0.334  0.160
4 C -4.691 -2.281 -0.691  -0.186
5 C -1.276 2.204 -0.824  0.070
6 H 2.127 -4.548 -0.897  0.084
7 H 3.510 -2.927 -2.177  0.138
8 H -3.412 -0.882 -1.726  0.122
9 O 1.165 1.287 1.677  -0.048
10 H -4.723 0.880 0.010  0.108
11 C 2.572 -3.700 -0.383  -0.035
12 H -5.487 -1.534 -0.554  0.121
13 C 0.725 0.435 3.928  -0.054
14 H 4.492 -5.166 -1.725  0.082
15 H -4.313 -3.156 2.401  0.126
16 H 0.932 1.413 4.354  0.082
17 N -3.018 -0.838 0.325  -0.101
18 H -5.104 -1.673 1.790  0.128
19 H -2.577 -2.327 -1.099  0.136
20 C 2.754 1.717 -0.443  -0.158
21 H -5.550 2.278 -2.586  0.077
22 C -4.330 -2.429 1.587  -0.192
23 C -3.352 -1.572 -0.887  -0.122
24 H 5.741 -3.911 -1.761  0.082
25 H -6.655 1.808 -1.284  0.077
26 H 1.045 -0.331 4.629  0.078
27 C -5.723 1.563 -1.786  -0.063
28 C -0.901 0.187 0.999  0.062
29 H 2.211 -1.252 -1.953  0.108
30 H 1.323 -0.716 2.178  0.120
31 C 3.909 1.395 0.266  -0.013
32 H 5.307 -0.147 0.780  0.120
33 H -4.925 -2.904 -1.556  0.129
34 C 2.173 0.751 -1.253  -0.015
35 C 3.798 -3.207 -1.153  -0.432
36 H -0.750 -0.612 1.704  0.094
37 C 1.483 0.279 2.612  -0.235
38 H -0.348 0.350 3.776  0.065
39 C -2.248 1.226 -0.694  -0.218
40 C 4.876 -4.284 -1.220  -0.039
41 C 3.808 -0.869 -0.552  -0.257
42 H -2.187 -2.498 1.355  0.133
43 H 2.555 0.404 2.786  0.123
44 H 5.188 -4.555 -0.214  0.084
45 H -4.499 2.611 -0.342  0.127
46 O -4.655 -3.145 0.422  -0.127
47 H 4.381 2.159 0.864  0.126
48 C 0.052 1.190 0.902  -0.202
49 C 2.203 3.092 -0.337  -0.434
50 C -2.971 -1.731 1.465  -0.150
51 O 2.898 4.090 -0.349  0.075
52 C -4.573 1.611 -0.794  -0.250
53 H 2.870 -4.009 0.616  0.087
54 H 1.828 -2.912 -0.294  0.065
55 H -5.801 0.571 -2.222  0.068
56 C 4.423 0.120 0.222  0.006
57 C -0.113 2.193 -0.069  -0.191
58 H -2.790 -1.152 2.373  0.128
59 N 0.844 3.201 -0.261  0.149
60 H -1.438 2.992 -1.545  0.134
61 H 1.310 0.992 -1.856  0.124
62 C 2.690 -0.531 -1.310  -0.003
63 C -2.049 0.165 0.205  -0.152

Output
structure (SMILES) = CCOc1cc(N2CCOCC2)c(OCC)cc1NC(=O)c1ccc(OC(C)C)cc1
orbital gap = 8.2623 eV
E_tot = -1419.428045 hartree
HOMO level = -7.7 eV
lowest unoccupied orbital energy = 0.57 eV